Run P
Entry from the Open Molecules 2025 dataset: a 2-piece molecular cluster, C3H5INO overall (ωB97M-V with the def2-TZVPD basis set).

Structure (XYZ):
```
11
C3H5INO (ωB97M-V with the def2-TZVPD basis set)
C 0.66055 -0.29485 0.50991
C -0.60285 -0.58448 1.10617
C 0.72121 0.58985 -0.45230
N -0.91254 0.41448 2.22818
O -0.84747 1.55045 1.80730
I -0.14154 -0.54898 -6.19593
H 1.50557 -0.48348 1.15110
H -0.18693 0.79507 -0.97957
H -1.29569 -0.58075 0.20075
H -0.56755 -1.56934 1.58501
H 1.66724 0.71204 -0.96063
```

The gap between HOMO and LUMO is 4.85 eV. As for the net charge: -1.



Run Q
Entry from the Open Molecules 2025 dataset: C3H5INO as an isolated structure (ωB97M-V with the def2-TZVPD basis set).

Structure (XYZ):
```
11
C3H5INO (ωB97M-V with the def2-TZVPD basis set)
C -0.17290 -0.41599 -0.47953
C -0.33847 1.02625 0.17385
C 0.56722 -1.33114 0.23001
N -1.68978 0.55101 0.41764
O -2.50735 1.12440 -0.35731
I 3.41038 -0.03820 -0.04700
H -0.41006 -0.47363 -1.57302
H -0.03045 -1.03797 1.40473
H 0.25972 1.01226 1.04487
H -0.20818 1.85219 -0.54596
H 1.11987 -2.26919 -0.26830
```

The gap between HOMO and LUMO (alpha / beta) is 6.64 / 6.64 eV. As for the net charge: -1.



Energy comparison, zero being the most stable, in kJ/mol: run P 0.0; run Q 191.1.